Entry 1:
Computed, not measured: a molecular structure, C8H2B2O18Pb3, with the ωB97M-V functional and the def2-TZVPD basis.

XYZ file:
```
33
Properties=species:S:1:pos:R:3:mulliken_charge:R:1
Pb -2.3509 0.2094 0.0443 1.5370
Pb -0.2820 1.6567 3.2490 1.3016
Pb 1.9961 0.4995 0.3031 1.4188
O 0.9651 0.9657 -1.8819 -0.7593
C 0.4809 1.7447 -2.7276 0.6037
O 1.0620 2.3644 -3.6434 -0.3885
B -0.0086 3.1552 -4.4409 0.7494
O -1.2881 2.8425 -3.6808 -0.3037
C -1.0295 2.0819 -2.7255 0.7242
O -1.8508 1.6009 -1.9265 -0.6778
O -0.0528 2.7021 -5.7906 -0.4640
C 0.4506 3.6557 -6.6079 0.5371
O 0.6328 3.5701 -7.7535 -0.4263
C 0.7881 4.8613 -5.6943 0.5298
O 0.3149 4.5356 -4.4586 -0.4349
O 1.3439 5.8309 -5.9496 -0.4047
O -0.9971 -0.8474 1.8290 -0.5698
C -0.7673 -1.7440 2.6555 0.5001
O -0.9193 -2.9823 2.5426 -0.4749
B -0.3556 -3.6768 3.7614 0.8708
O 0.0733 -2.5278 4.6337 -0.3254
C -0.1127 -1.4540 4.0253 0.7473
O 0.2389 -0.3376 4.3659 -0.6093
O 0.7115 -4.5539 3.3705 -0.4799
C 0.3204 -5.8346 3.5463 0.5226
O 0.8931 -6.8048 3.2864 -0.4200
C -1.0708 -5.7805 4.2276 0.5473
O -1.3306 -4.4723 4.4633 -0.4386
O -1.7462 -6.7053 4.4553 -0.4346
O 1.9136 1.1425 2.5729 -0.7648
H 2.5414 1.4116 3.2514 0.2390
O -0.3241 1.1523 0.7331 -0.7471
H -0.2402 1.7383 -0.0357 0.2947
```

## Properties
Multiplicity = 1
Net charge = +2
E_tot = -62272.1316 eV

---

Entry 2:
Computed, not measured: a molecular structure, C8H2Br4Cl3NNdO9P2, with the ωB97M-V functional and the def2-TZVPD basis.

XYZ file:
```
30
Properties=species:S:1:pos:R:3:mulliken_charge:R:1
Nd 1.0329 -0.0800 0.6286 1.1190
Br -5.8070 1.6152 0.0893 -0.1929
C -4.1796 0.6292 0.0864 0.1650
C -4.1951 -0.7533 0.1566 0.0983
Br -5.8387 -1.7037 0.2603 -0.1936
C -2.9833 -1.4580 0.1519 -0.3095
Br -2.9324 -3.3488 0.2279 -0.1425
C -1.7481 -0.8121 0.0736 0.6737
O -0.5959 -1.4866 0.0601 -0.7722
C -1.7372 0.6178 0.0072 0.7629
O -0.5650 1.2543 -0.0680 -0.7471
C -2.9495 1.3013 0.0143 -0.2970
Br -2.8733 3.1904 -0.0967 -0.1431
O 1.5932 1.8331 2.2512 -0.3703
P 1.9478 0.6686 3.2946 0.8938
O 2.1677 1.1638 4.6515 -0.7764
O 0.9195 -0.3534 2.8778 -0.4962
O 3.3644 0.1312 2.6569 -0.1137
P 3.8525 -0.4809 1.2285 0.8989
O 2.8747 -1.7631 1.1071 -0.3747
O 5.2609 -0.8691 1.2953 -0.7925
O 3.2332 0.3942 0.1614 -0.5006
H 2.0472 2.6403 2.5096 0.2875
H 3.2143 -2.4662 1.6728 0.2905
Cl 0.9957 -1.4291 -5.4956 -0.1035
C 0.7529 0.0757 -4.6258 0.6659
Cl -0.9019 0.6235 -4.7691 -0.0828
Cl 1.8798 1.2950 -5.1934 -0.0996
C 1.0043 -0.1522 -3.1685 -0.1755
N 1.1660 -0.2771 -2.0457 -0.1718
```

## Properties
Multiplicity = 4
Net charge = -1
E_tot = -379850.9765 eV

---

Entry 3:
Computed, not measured: a molecular structure, C8H2ClN2O4ReS2SbSe4, with the ωB97M-V functional and the def2-TZVPD basis.

XYZ file:
```
25
Properties=species:S:1:pos:R:3:mulliken_charge:R:1
Re 0.4225 -0.5737 -0.0941 0.8756
O 1.8271 0.7122 0.5572 -0.6146
Cl 1.3947 2.0028 -0.2680 1.5989
O 0.9425 2.9861 0.6202 -0.4472
O 2.4124 2.3957 -1.1301 -0.4473
O 0.2618 1.3443 -0.9956 -0.5819
S -1.7772 -0.7091 0.1724 -0.1990
C -2.0832 -1.9170 1.4484 0.4040
C -3.3884 -2.2475 1.7890 -0.7971
C -3.6247 -3.1944 2.7730 0.5387
C -4.9778 -3.5408 3.1182 -0.2981
N -6.0573 -3.8149 3.3946 -0.3906
C -2.5524 -3.8059 3.4357 0.2971
C -1.2500 -3.4656 3.1001 -0.5893
C -1.0281 -2.5432 2.0861 0.8944
S 0.6182 -1.9404 1.6793 0.0921
C -2.7772 -4.7832 4.4662 -0.3409
N -2.9202 -5.5670 5.2920 -0.3893
H -4.2247 -1.7694 1.2961 0.5394
H -0.4316 -3.9261 3.6359 0.5046
Se 3.2125 -5.5303 -2.3690 -0.1578
Sb 1.7787 -4.2097 -0.8666 1.0999
Se 1.0533 -1.9385 -1.8670 -0.3482
Se 0.8452 -6.1310 -2.0898 -0.1651
Se 1.8675 -4.0414 1.5497 -0.0783
```

## Properties
Multiplicity = 1
Net charge = +1
E_tot = -323729.8174 eV

---

Entry 4:
Computed, not measured: 6 unconnected molecules or ions with the total composition C8H30N2O6, with the ωB97M-V functional and the def2-TZVPD basis.

XYZ file:
```
46
Properties=species:S:1:pos:R:3:mulliken_charge:R:1
C 3.0761 2.6332 0.3080 -0.5993
O 3.5409 3.4823 -0.7203 -0.2862
C 4.3689 2.8035 -1.6405 -0.6421
C 4.8456 3.8083 -2.6783 0.3395
C 5.7259 4.8695 -2.0508 -1.3983
N 3.7217 4.4835 -3.3655 -0.7419
H 2.3632 1.8845 -0.0413 0.1083
H 2.5509 3.2754 1.0158 0.2560
H 3.9498 2.2218 0.8209 0.3338
H 5.2185 2.3874 -1.0743 0.3906
H 3.8640 1.9552 -2.1243 0.3462
H 5.3898 3.3295 -3.4965 0.3230
H 5.1680 5.4184 -1.2912 0.2888
H 6.0745 5.6027 -2.7828 0.3865
H 6.6522 4.4671 -1.6331 0.3552
H 3.0378 3.7749 -3.6295 0.2410
H 3.2133 5.0632 -2.7010 0.3152
C -6.0534 -4.8837 2.5223 -0.7244
O -5.1348 -3.9251 2.0352 -0.2978
C -4.1001 -3.6579 2.9523 -0.7838
C -2.9914 -2.8549 2.2783 0.5993
C -1.9911 -2.3725 3.3246 -1.3347
N -3.5959 -1.7882 1.4691 -0.7151
H -5.5124 -5.7065 2.9953 0.3174
H -6.5945 -5.2550 1.6518 0.2397
H -6.7847 -4.4411 3.2045 0.2662
H -4.5140 -3.1235 3.8205 0.3562
H -3.6703 -4.5895 3.3443 0.3853
H -2.4901 -3.6053 1.6465 0.1675
H -1.2397 -1.7688 2.8176 0.3060
H -1.4991 -3.2798 3.6858 0.3790
H -2.4429 -1.8594 4.1687 0.3808
H -4.1624 -2.3082 0.8011 0.2830
H -2.8894 -1.3018 0.9271 0.2071
O 0.3455 0.2697 -3.1930 -0.5713
H -0.5622 -0.0284 -3.3174 0.2931
H 0.7406 0.2387 -4.0705 0.2956
O 1.3382 -2.3480 0.1871 -0.6545
H 0.6492 -1.6635 0.2567 0.3913
H 1.8168 -2.1220 -0.6154 0.2910
O -0.3738 -0.0581 -0.0447 -0.6083
H 0.1393 0.5746 -0.5604 0.2235
H -1.2860 0.0596 -0.3478 0.3186
O -2.9735 0.0949 -1.4058 -0.6106
H -3.4361 -0.6353 -1.8316 0.2964
H -3.4927 0.8786 -1.6175 0.2876
```

## Properties
Multiplicity = 1
E_tot = -24046.8470 eV
SMILES = COC[C@H](C)N.COC[C@H](C)N.O.O.O.O

---

Entry 5:
Computed, not measured: 7 unconnected molecules or ions with the total composition C8H30O11, with the ωB97M-V functional and the def2-TZVPD basis.

XYZ file:
```
49
Properties=species:S:1:pos:R:3:mulliken_charge:R:1
O 7.7530 -3.1560 8.6300 -0.6067
C 7.2880 -3.0120 9.9720 -0.0552
C 6.7330 -1.6670 10.0260 -0.5455
O 6.5610 -1.2580 11.3310 -0.5591
H 8.3340 -2.4080 8.4970 0.2255
H 6.6100 -3.8420 10.2750 0.4524
H 8.1660 -3.0710 10.5820 0.0268
H 5.7420 -1.6080 9.5760 0.2540
H 7.2580 -0.8720 9.4730 0.3666
H 7.2970 -0.6990 11.6750 0.3109
O 10.7200 -5.9130 11.2830 -0.5985
C 10.9430 -5.5940 10.0060 0.2799
C 11.1860 -6.7460 9.1950 -0.4977
O 11.5190 -6.3080 7.9040 -0.4849
H 10.7220 -5.0950 11.7350 0.3267
H 9.9990 -5.1650 9.5980 -0.3212
H 11.6270 -4.7740 9.8160 0.4697
H 10.3130 -7.3540 9.1160 0.2589
H 11.9890 -7.2780 9.6270 0.3303
H 12.1460 -5.6150 7.9970 0.2886
O 3.4590 -8.3370 9.0030 -0.5086
C 3.4420 -7.1690 8.3480 -0.6298
C 4.5790 -6.9390 7.4390 -0.4346
O 4.8740 -5.5560 7.2820 -0.4814
H 2.5270 -8.5110 9.2720 0.3436
H 2.5210 -6.9990 7.8650 0.3422
H 3.5550 -6.4540 9.1550 0.2439
H 4.1880 -7.3420 6.5280 0.3958
H 5.5000 -7.5620 7.6170 0.4380
H 4.1380 -5.2580 6.8250 0.2450
O 9.7110 -1.7980 7.4300 -0.6368
C 9.2610 -2.4260 6.2600 -0.6476
C 9.9380 -3.7750 6.4750 0.8535
O 9.5170 -4.6280 5.5000 -0.6055
H 10.6580 -1.6580 7.4140 0.3224
H 8.1660 -2.5470 6.1160 0.1921
H 9.5000 -1.8310 5.3820 0.3784
H 9.6200 -4.2960 7.3970 -0.4669
H 11.0850 -3.7530 6.5010 0.1758
H 9.8760 -5.4590 5.8150 0.3142
O 8.0710 -6.0970 11.3320 -0.6842
H 7.8310 -6.3890 10.4750 0.3423
H 8.9990 -5.6930 11.2520 0.3464
O 7.0250 -7.1240 5.3060 -0.6183
H 6.9120 -6.2070 5.1060 0.3075
H 7.9600 -7.0690 5.6620 0.3032
O 7.6110 -5.8830 8.5560 -0.2318
H 6.8500 -6.3120 8.1650 0.0963
H 7.3730 -4.9110 8.5040 0.3836
```

## Properties
Multiplicity = 1
E_tot = -31300.2693 eV
SMILES = OCCO.OCCO.OCCO.OCCO.O.O.O

---

Entry 6:
Computed, not measured: 8 unconnected molecules or ions with the total composition C8H31N14O8, with the ωB97M-V functional and the def2-TZVPD basis.

XYZ file:
```
61
Properties=species:S:1:pos:R:3:mulliken_charge:R:1
C -0.8410 -1.1141 -0.7329 -0.5188
O -0.2623 -0.0525 -1.5446 -0.8843
H -1.2597 -1.9540 -1.2874 0.2240
H -0.1321 -1.6136 -0.0726 0.1694
H -1.6232 -0.6026 -0.1720 0.0426
C 5.7915 -1.7752 1.4197 0.6313
O 5.4461 -2.8763 1.0760 -0.6665
N 4.9023 -0.8702 1.6305 -0.4948
N 6.8804 -1.2364 1.6740 -0.3430
H 3.9823 -1.2328 1.4250 0.2286
H 5.0789 -0.2616 2.4170 0.1986
H 6.8911 -0.2631 1.9438 0.2046
H 7.6690 -1.7941 1.3790 0.2414
C -0.2920 4.2752 1.5871 0.6672
O -0.0816 5.1502 2.4393 -0.7229
N 0.5345 3.3372 1.2708 -0.4272
N -1.3865 4.1287 0.9992 -0.3683
H 1.3594 3.8934 1.4448 0.2271
H 0.3297 2.7360 0.4855 0.2310
H -2.0735 4.8613 1.1060 0.2082
H -1.5344 3.2428 0.5373 0.1718
C 1.4858 -4.4064 5.2550 0.6099
O 2.3326 -4.2308 6.1141 -0.6580
N 1.6555 -4.3966 3.9781 -0.3668
N 0.1835 -4.5977 5.5327 -0.4828
H 2.5839 -4.3351 3.5852 0.2229
H 0.9359 -4.7540 3.3661 0.1975
H -0.4137 -4.2589 4.7919 0.2296
H 0.0006 -4.3700 6.4996 0.2462
C -5.1304 -1.7610 4.2006 0.6352
O -4.3424 -2.6420 3.8501 -0.6466
N -6.3827 -1.9665 4.4475 -0.4807
N -4.8806 -0.4522 4.2950 -0.4196
H -7.0609 -1.2608 4.1981 0.2228
H -6.6292 -2.9262 4.2517 0.2516
H -5.5906 0.0991 4.7555 0.2018
H -3.9306 -0.1627 4.1109 0.2336
C 4.6567 -0.8195 -4.5307 0.5843
O 5.7383 -1.4365 -4.8757 -0.7296
N 4.2811 0.2836 -5.0880 -0.3320
N 3.9550 -1.1684 -3.4916 -0.3776
H 3.4451 0.5978 -4.6164 0.1667
H 4.5776 0.4988 -6.0292 0.2299
H 4.3737 -2.0225 -3.1521 0.2195
H 3.0165 -0.8483 -3.2994 0.2295
C -5.8206 0.4892 -2.6490 0.6618
O -6.8437 0.8578 -3.1225 -0.6863
N -4.7316 0.3687 -3.2520 -0.3739
N -5.7142 0.2572 -1.4147 -0.3331
H -4.8151 0.7682 -4.1759 0.2303
H -3.8754 0.3773 -2.7163 0.1933
H -6.4847 0.2427 -0.7618 0.1825
H -4.8172 -0.0321 -1.0518 0.1201
C 0.7070 4.3823 -5.1197 0.6845
O 0.6277 5.4014 -5.8048 -0.7097
N 0.0380 3.2964 -5.3184 -0.4172
N 1.3316 4.3262 -4.0044 -0.3476
H -0.1782 2.6807 -4.5475 0.1906
H -0.6476 3.3453 -6.0584 0.2326
H 1.1542 3.4612 -3.5141 0.1594
H 1.8303 5.1357 -3.6635 0.2052
```

## Properties
Multiplicity = 1
Net charge = -1
E_tot = -46041.2619 eV

---

Entry 7:
Computed, not measured: 7 unconnected molecules or ions with the total composition C8H31N3O8P, with the ωB97M-V functional and the def2-TZVPD basis.

XYZ file:
```
51
Properties=species:S:1:pos:R:3:mulliken_charge:R:1
C -1.9472 -2.1301 -2.1790 -1.6552
C -1.3822 -0.7717 -1.6746 1.2735
C 0.0727 -0.7119 -2.1427 -1.3460
C -1.5594 -0.8084 -0.1444 -0.7888
C -1.6089 0.5756 0.5142 -0.7399
N -0.3026 1.2570 0.7377 0.0075
C 0.6630 0.6005 1.3990 -0.0970
N 1.7511 0.1048 0.6470 -0.4111
N 0.6417 0.4589 2.7143 0.1743
C 1.7279 -0.3032 3.3816 -0.3042
C 1.8420 -0.0177 4.8893 -0.5030
O 1.2876 -0.7204 5.6772 -0.3776
P -0.7159 1.1681 3.6087 0.1985
O -0.9529 2.5703 3.2857 -0.5027
H -3.0073 -2.1775 -1.9383 0.4364
H -1.4237 -2.9131 -1.6269 0.3519
H -1.7563 -2.2554 -3.2396 0.4276
H -1.9873 0.0175 -2.1115 -0.3002
H 0.4705 0.3007 -2.0675 0.2654
H 0.1136 -0.9884 -3.1917 0.5822
H 0.7081 -1.4100 -1.5998 0.1693
H -0.8501 -1.5060 0.3141 0.2778
H -2.5494 -1.2411 0.0167 0.5252
H -2.2049 0.5163 1.4221 0.0490
H -2.1662 1.2185 -0.1632 0.6292
H 0.0625 1.6543 -0.1193 0.4492
H 1.9122 -0.8761 0.8557 0.3175
H 2.5754 0.6645 0.8575 0.3129
H 2.6955 -0.1000 2.9371 0.3844
H 1.4992 -1.3614 3.2786 0.4383
H 2.4491 0.8457 5.2115 0.4050
H -1.8020 0.3104 3.3605 0.1445
H -0.4558 1.0272 4.9809 0.1535
O -2.4466 2.1411 -2.8054 -0.5931
H -3.4103 2.1255 -2.8863 0.3014
H -2.1946 3.0071 -3.1422 0.2737
O -0.1887 5.4340 1.9898 -0.6344
H -0.5353 6.1555 2.5237 0.3143
H -0.6151 4.6459 2.3474 0.3548
O -5.4892 1.6087 -3.9645 -0.6524
H -5.5392 2.5128 -4.2937 0.3287
H -6.3444 1.4651 -3.5452 0.3229
O 3.5382 -2.7846 3.2141 -0.6063
H 4.3222 -3.0225 2.7068 0.3097
H 3.8032 -2.9290 4.1297 0.3135
O 2.5322 -1.0500 -3.8221 -0.6102
H 2.8059 -1.0634 -2.8991 0.3108
H 3.1966 -0.5043 -4.2581 0.3040
O 4.1795 -3.9588 -4.3168 -0.6357
H 4.8836 -3.5994 -4.8652 0.3123
H 3.7022 -3.1817 -4.0039 0.3384
```

## Properties
Multiplicity = 1
Net charge = +1
E_tot = -38930.8404 eV

---

Entry 8:
Computed, not measured: 8 unconnected molecules or ions with the total composition C8H32O8, with the ωB97M-V functional and the def2-TZVPD basis.

XYZ file:
```
48
Properties=species:S:1:pos:R:3:mulliken_charge:R:1
C 0.1734 -0.3145 0.1286 -0.7205
O -0.6710 0.5654 -0.4821 -0.4665
H 0.2529 -1.1619 -0.5525 0.3081
H 1.2058 0.0349 0.1179 0.2085
H -0.1711 -0.6314 1.1129 0.2233
H -0.8925 1.3295 0.0552 0.2460
C -1.0336 4.3318 0.8688 -2.0988
O -0.2992 3.1133 0.9159 2.0281
H -1.8624 4.1697 1.5580 0.0848
H -0.3771 5.1165 1.2447 0.5858
H -1.4020 4.6645 -0.1017 0.2324
H 0.4235 3.2673 0.3031 -0.6589
C -4.2423 1.5008 -0.9088 -0.6185
O -5.2760 2.3058 -1.5192 -0.4150
H -4.2280 0.5148 -1.3733 0.2197
H -3.2479 1.9179 -1.0677 0.1496
H -4.4107 1.3393 0.1560 0.2901
H -6.0775 1.7795 -1.5661 0.2754
C -0.9095 3.0105 4.2656 -0.9092
O -0.3808 2.0612 3.4166 -0.6305
H -1.7550 3.4706 3.7541 0.2290
H -1.1629 2.6293 5.2548 0.2778
H -0.1786 3.8033 4.4251 0.3084
H -0.2722 2.5301 2.5860 0.0407
C 1.0184 -4.7267 -1.2221 -0.6586
O 0.6350 -3.8445 -0.1972 -0.4322
H 0.1601 -5.3983 -1.2015 0.2553
H 1.0800 -4.1779 -2.1619 0.2722
H 1.9063 -5.3222 -1.0097 0.2661
H 1.3357 -3.2597 0.1005 0.2102
C 1.9308 -2.3100 2.8940 -0.8237
O 2.5132 -2.5302 1.6100 -0.2047
H 0.9598 -2.8051 2.9075 0.2159
H 2.5931 -2.8093 3.6012 0.3460
H 1.8656 -1.2504 3.1413 0.3020
H 3.4442 -2.7316 1.7290 0.2264
C -1.2272 -0.1594 -4.0431 -0.7649
O -0.1815 0.0020 -3.1009 -0.3762
H -2.1274 -0.4965 -3.5292 0.2136
H -1.4785 0.8236 -4.4413 0.3116
H -0.9907 -0.9104 -4.7969 0.2586
H -0.5437 0.3041 -2.2648 0.2813
C 4.0263 -1.7887 -1.4371 -0.3990
O 4.4336 -1.3268 -2.7357 -0.4593
H 3.4815 -0.9472 -1.0091 0.2279
H 3.4022 -2.6822 -1.4176 -0.0125
H 4.8425 -2.0657 -0.7699 0.2476
H 3.7149 -0.9350 -3.2373 0.3066
```

## Properties
Multiplicity = 2
Net charge = -1
E_tot = -25190.1962 eV